Molecular formula: C57H56F4O3
Method: DFT, wB97M-V/def2-TZVPD

```
120
Properties=species:S:1:pos:R:3:forces:R:3
C 3.1170 -2.1089 1.0367 0.2671 0.0938 0.2723
F 3.5287 0.0552 -4.6374 0.0634 -0.1673 0.0386
C -5.2294 -0.5788 -2.0240 -0.6801 0.0829 0.3754
H 3.1747 0.6734 -2.1708 -0.2125 0.1399 0.2182
O -0.9326 0.4531 1.3713 0.0915 0.4839 -0.0366
H -0.6558 -1.2610 8.7825 0.0225 -0.2805 0.0092
C 2.3453 0.9270 5.4913 0.1575 0.1335 -0.0099
F -2.9589 0.9003 -5.1047 0.0994 0.0293 -0.0454
C -0.1830 -1.9845 6.8126 0.2256 0.2567 0.3134
H 3.0565 0.2344 5.9245 -0.0363 -0.0848 -0.1085
H 3.1409 -1.1027 1.4369 0.0778 0.0034 -0.0708
C -1.8241 -2.6963 1.0125 -0.0400 0.1027 -0.0378
C 4.0160 0.9898 -1.5690 0.5340 -0.2617 0.1808
H 5.0055 2.8880 1.0563 -0.1885 -0.1398 0.1460
H 7.2056 2.1234 0.2860 -0.0927 -0.0078 0.1219
H 3.4612 1.2337 3.6782 0.1492 -0.0178 0.0015
H -0.3879 -4.0914 1.7004 0.0835 -0.2216 -0.1826
C -4.5288 -0.6768 -4.3249 -0.1388 -0.0252 -0.5814
H 3.1984 0.8578 -9.0465 0.1137 -0.0091 0.0500
C 2.7605 0.8950 -8.0576 0.1287 0.0716 -0.2113
C -0.3228 3.7126 -3.1362 0.2722 0.3464 0.1821
H 5.3608 -0.0716 -2.8551 -0.0670 0.2965 -0.1563
C 1.5212 1.4800 -7.8892 -0.3646 0.1730 0.0660
H -6.8989 -2.2421 2.1096 -0.1806 0.1349 0.3561
C -4.3864 0.4918 -1.7857 -0.0285 -0.0076 -0.8471
H -1.3461 3.3774 -3.2387 -0.0019 -0.0632 0.1531
C 0.5610 2.7895 4.4615 -0.3309 -0.4466 0.3187
C -1.8380 -1.5025 5.1114 0.3100 -0.0579 0.1928
H -2.0906 -1.4951 4.0599 -0.1484 -0.1649 0.1238
H -5.8865 -0.9198 -1.2301 0.1171 -0.1112 -0.0350
C -4.1630 -0.2844 2.4928 -0.4552 0.1332 -0.4243
C 5.0488 2.1809 0.2375 0.5097 -0.1723 0.1849
C 0.3563 -0.2243 -1.8342 -0.1885 -0.0205 0.1219
C -0.7860 0.5188 0.0464 -0.0319 -0.9176 0.1695
C -2.2366 -0.8689 7.4016 0.0241 -0.6896 0.3680
H -3.1146 -0.3356 2.7591 -0.1020 0.0775 0.1122
H 7.4163 0.7106 -1.6882 -0.0614 -0.3347 -0.0039
C -6.3066 -1.3361 2.1540 0.2755 0.2502 -0.2989
F 2.9423 -5.9387 -0.4317 -0.0331 0.2924 0.0229
C 1.5870 0.9942 -5.5398 -0.3746 -0.0848 0.3221
H 2.1696 4.9527 -5.0594 0.0891 -0.0676 0.0071
H -0.2225 0.0548 3.2200 -0.0738 0.0418 -0.0210
H -2.8807 -0.4389 8.1567 0.0041 0.0537 -0.0309
H -3.1118 -1.2544 0.0160 -0.0438 -0.1008 0.2609
H -0.1347 3.9874 -5.2245 0.1636 0.3020 -0.1020
C -2.4380 -2.0981 -0.0779 -0.4471 -0.1585 -0.2392
C 6.4264 0.9390 -1.3177 -0.0859 0.9439 0.4487
C 3.4384 0.3826 -6.9661 0.3189 -0.0716 0.2712
H -0.6065 2.4266 6.2151 0.0742 0.0000 0.1410
H 3.0006 -1.4799 -1.0038 -0.0428 0.0218 0.0323
H -0.2062 3.4524 4.0805 0.2744 0.1649 -0.2076
C 0.3071 3.7755 -1.8953 0.2847 -0.5469 0.3616
C 0.3145 2.1899 5.6978 -0.2111 0.1946 -0.4471
H 4.4248 -0.0580 -7.0381 -0.0400 0.0118 -0.0974
C -0.5906 -1.9571 5.4977 -0.1016 -0.1906 -0.1220
C -3.6232 0.9700 -2.8415 0.5557 0.6793 0.1221
H 1.0610 0.2378 2.0340 -0.0772 0.0836 -0.2331
H 1.1404 0.9938 -4.5538 0.0400 0.0921 0.0160
H -4.5756 -1.1131 -5.3167 -0.0158 0.0254 0.0675
C 6.3058 1.7616 -0.1968 -0.0754 0.0847 -0.3371
C 0.0640 -0.1671 2.1946 0.1183 -0.3247 0.1449
C 3.8997 1.7313 -0.3960 -0.2393 0.3275 -0.6481
F 0.2663 -2.4132 4.5576 -0.0755 -0.0269 -0.0721
C 2.2986 4.6063 -2.9389 0.2657 -0.3130 -0.0682
H -6.0140 -1.9531 -3.4705 0.0092 -0.0515 -0.0069
H -7.8224 -0.0631 1.2970 0.0407 -0.1162 -0.1179
C -5.9383 0.9439 1.4236 -0.5495 0.1010 0.4183
C 1.6513 4.1337 -1.8001 -0.2505 0.3458 -0.6545
C -4.6360 0.8861 1.8775 0.9257 -0.8387 0.1198
H 2.9168 2.0519 -0.0644 0.1052 -0.0715 0.0771
C 2.8481 0.4824 -5.7226 0.0682 -0.0643 -0.1359
C -0.8938 -3.7083 0.8209 -0.1934 0.0668 0.1895
H -0.0818 1.9030 -6.5595 -0.0102 -0.0313 0.2319
C 2.9640 -3.6100 -0.8340 -0.2330 -0.1171 -0.1438
C 2.5909 1.5080 4.2556 -0.2471 0.1158 -0.0601
H 3.3385 4.9099 -2.8876 -0.0637 0.0443 0.0569
H -3.8822 1.6451 1.6964 -0.3677 0.2931 -0.0089
C -2.2021 -2.5923 -1.3524 0.4001 0.3503 -0.2813
C -1.2705 -3.5991 -1.5469 0.2060 -0.2136 -0.0490
H -3.6907 -0.7129 5.8432 0.0831 0.1204 -0.0814
H 3.3843 -3.0471 2.9536 -0.1292 0.0671 0.0011
C -5.3259 -1.1388 -3.2919 0.2326 -0.1364 0.2387
H 1.0170 0.7807 7.1544 -0.0528 0.0940 0.0103
H 0.0757 -1.2457 2.0410 0.0506 0.0728 -0.0803
O 0.2116 -0.2488 -0.4042 0.1870 0.2502 0.0988
H -0.1870 3.4519 -0.9836 -0.2191 -0.0132 -0.2353
H 0.1565 -4.9072 -0.6062 -0.1010 -0.0814 -0.0610
H -4.6225 -2.3071 3.0766 0.0352 -0.0153 -0.1369
O -1.5387 1.1353 -0.6541 -0.1070 0.4607 0.0510
H -2.0509 -2.3645 2.0202 0.0484 0.0539 -0.0936
H -2.6540 -2.1221 -2.2202 -0.1583 0.0008 0.1214
C 1.2046 1.2685 6.2059 0.1697 -0.3153 0.2536
H 1.1406 -0.9385 -2.0596 0.0653 0.0497 -0.0298
C 3.1487 -4.4887 1.4054 0.2600 -0.1744 0.0699
C -4.9928 -1.3960 2.6191 -0.0314 0.2661 0.0270
H -2.9518 1.8004 -2.6550 -0.0164 -0.0635 -0.1676
C 3.0222 -2.3202 -0.3245 -0.1148 -0.0686 -0.2524
C -1.0012 -1.3999 7.7654 -0.1360 0.5567 -0.0305
H 0.7875 -2.3782 7.0835 0.0166 -0.0225 -0.1200
C 0.3686 4.1164 -4.2740 -0.5796 -0.3782 0.1389
H 0.6046 0.7874 -2.1535 0.0790 -0.0258 -0.0879
C -2.6843 -1.0192 6.1041 -0.1614 0.3857 -0.4987
H -0.5758 -0.5368 -2.3018 0.0077 0.0329 -0.0170
H 2.8137 -3.8045 -1.8886 0.1664 0.0350 -0.0029
C 0.9113 1.4827 -6.6403 0.0395 0.2703 -0.4577
C 1.6592 4.5955 -4.1745 0.1686 0.1455 0.0862
C -6.7882 -0.1457 1.6078 0.2174 -0.2479 -0.0375
C 5.2799 0.6041 -2.0098 -0.1450 -0.8221 -0.1568
C 3.2279 -3.1951 1.8923 -0.1509 0.0328 0.2107
H -6.3495 1.8354 0.9652 0.1852 0.0459 -0.0404
C 3.0152 -4.6696 0.0474 -0.0095 -0.1794 -0.1129
C -0.6186 -4.1646 -0.4629 0.3332 0.1375 0.3392
H 2.1986 4.0435 -0.8715 -0.1473 0.2028 0.0661
H -4.3446 1.0197 -0.8470 0.0606 -0.2427 0.1768
C 1.6886 2.4340 3.7364 0.0089 0.2799 -0.0011
H 1.0256 1.9742 -8.7151 -0.0350 -0.2321 -0.0911
H 1.8647 2.8987 2.7710 0.0436 -0.1121 0.0364
H -0.9936 -3.9168 -2.5456 -0.1972 -0.0419 -0.0218
C -3.7018 0.4029 -4.0962 -0.1697 -0.2506 0.6164
H 3.2421 -5.3508 2.0521 -0.0621 0.0080 0.0178
```
Forces are in eV/Å.

Electronic energy = -77029.8411 eV
Kohn-Sham gap = 9.72 eV
E_HOMO = -9.054 eV